1.
{"formula": "C32H19BrClIN4O2Sn", "method": "ωB97M-V with the def2-TZVPD basis set", "energy_ha": -5146.0552, "orbital_gap_ev": [6.01, 5.49], "charge": 2, "elements": ["Sn", "Br", "C", "C", "C", "C", "O", "C", "C", "N", "C", "C", "C", "C", "C", "C", "C", "C", "N", "C", "C", "H", "H", "H", "H", "H", "H", "H", "H", "H", "H", "Cl", "C", "C", "C", "I", "C", "O", "C", "N", "C", "C", "C", "C", "H", "H", "H", "H", "N", "C", "C", "C", "C", "C", "C", "C", "H", "H", "H", "H", "H"], "positions_angstrom": [[-0.5607, 0.0807, 0.8741], [4.6754, -4.6329, 3.4157], [3.4038, -3.3067, 3.2978], [2.3249, -3.2906, 4.2110], [1.3798, -2.3186, 4.1110], [1.4467, -1.3158, 3.0691], [0.5810, -0.4200, 2.9893], [2.5700, -1.3651, 2.1465], [2.7378, -0.3521, 1.0957], [1.7874, 0.2607, 0.5127], [2.1011, 1.2561, -0.4717], [3.1797, 1.2127, -1.3021], [3.4177, 2.2627, -2.2206], [2.5682, 3.3255, -2.2857], [1.4256, 3.3767, -1.4490], [0.4982, 4.4449, -1.4633], [-0.5869, 4.4161, -0.6398], [-0.7704, 3.3002, 0.1952], [0.0829, 2.3008, 0.2568], [1.1867, 2.3286, -0.5510], [3.5315, -2.3201, 2.2975], [2.2727, -4.0430, 4.9862], [0.5503, -2.2525, 4.8026], [3.7683, -0.1141, 0.8286], [3.8551, 0.3658, -1.2781], [4.2801, 2.2107, -2.8718], [2.7456, 4.1337, -2.9846], [0.6596, 5.2765, -2.1392], [-1.3097, 5.2191, -0.6262], [-1.6448, 3.2350, 0.8335], [4.3954, -2.3389, 1.6438], [-5.5802, 0.4245, -4.8355], [-4.2234, 0.3625, -3.8164], [-2.9917, 0.0571, -4.3768], [-1.8530, 0.0107, -3.6005], [-0.0448, -0.4379, -4.4561], [-1.9134, 0.2797, -2.1783], [-0.8881, 0.2753, -1.4710], [-3.2367, 0.5896, -1.6013], [-3.2618, 0.8365, -0.2846], [-4.4291, 1.1185, 0.2691], [-5.6263, 1.1857, -0.4529], [-5.6002, 0.9444, -1.8017], [-4.3744, 0.6343, -2.4103], [-2.9373, -0.1434, -5.4376], [-4.4275, 1.3027, 1.3374], [-6.5507, 1.4305, 0.0518], [-6.5051, 0.9928, -2.3928], [0.0460, -2.5199, 0.5913], [0.1499, -3.6588, 0.4800], [0.3033, -5.0913, 0.3436], [1.4325, -5.5914, -0.2997], [1.5790, -6.9613, -0.4277], [0.6049, -7.8117, 0.0821], [-0.5191, -7.3045, 0.7229], [-0.6769, -5.9363, 0.8574], [2.1793, -4.9150, -0.6955], [2.4493, -7.3654, -0.9270], [0.7227, -8.8822, -0.0229], [-1.2717, -7.9744, 1.1162], [-1.5458, -5.5249, 1.3543]], "forces_ev_per_a": [[-0.30, 0.24, 0.19], [0.20, -0.19, 0.02], [-0.13, 0.18, -0.05], [0.05, 0.05, -0.08], [0.03, 0.09, -0.06], [-0.11, 0.01, 0.05], [-0.04, -0.03, 0.08], [-0.06, 0.33, -0.24], [0.09, -0.34, 0.36], [-0.21, 0.24, -0.57], [-0.16, -0.34, 0.38], [0.24, 0.03, -0.25], [0.03, -0.20, 0.09], [-0.10, 0.09, -0.04], [0.04, 0.17, -0.07], [0.11, 0.04, -0.17], [-0.11, -0.05, 0.10], [0.03, 0.03, 0.11], [0.01, 0.05, -0.21], [-0.22, 0.02, 0.19], [0.13, -0.22, 0.12], [0.01, -0.01, -0.02], [0.00, -0.01, -0.02], [0.02, -0.03, 0.01], [-0.01, 0.04, -0.04], [-0.02, -0.01, 0.03], [0.00, -0.01, 0.03], [0.01, -0.01, 0.03], [0.00, -0.01, 0.01], [0.01, -0.03, -0.02], [0.00, -0.04, 0.02], [-0.05, -0.01, -0.01], [-0.05, 0.03, 0.06], [-0.03, 0.00, 0.03], [-0.12, 0.06, 0.28], [0.15, 0.00, 0.03], [-0.19, 0.06, -0.26], [0.40, -0.27, 0.17], [0.29, 0.01, 0.00], [-0.03, 0.04, 0.02], [0.02, -0.02, 0.00], [0.01, 0.03, 0.08], [-0.06, 0.01, -0.06], [-0.06, -0.07, -0.23], [-0.01, 0.01, -0.01], [0.01, 0.00, 0.00], [0.03, -0.01, 0.01], [0.03, -0.01, 0.01], [0.12, 0.15, -0.10], [0.07, -0.59, -0.06], [-0.09, 0.59, 0.07], [0.10, -0.05, -0.05], [-0.02, 0.01, 0.01], [0.00, -0.04, 0.00], [0.03, 0.02, -0.01], [-0.08, -0.06, 0.06], [-0.02, -0.01, 0.00], [-0.02, 0.00, 0.01], [0.00, 0.01, 0.00], [0.02, 0.01, -0.01], [0.02, -0.01, -0.02]]}

=====

2.
{"formula": "C23H21F4N2O14PS", "method": "ωB97M-V with the def2-TZVPD basis set", "energy_ha": -3190.8303, "orbital_gap_ev": 7.41, "elements": ["N", "P", "C", "C", "C", "O", "C", "S", "C", "C", "C", "C", "N", "C", "C", "C", "O", "H", "H", "H", "H", "H", "H", "H", "H", "H", "C", "C", "O", "C", "O", "O", "F", "H", "H", "H", "C", "C", "O", "C", "O", "O", "F", "H", "H", "H", "C", "C", "O", "C", "O", "O", "F", "H", "H", "H", "C", "C", "O", "C", "O", "O", "F", "H", "H", "H"], "positions_angstrom": [[-0.3877, -5.4133, -0.0252], [-0.7311, -5.3136, -1.5784], [-1.9244, -3.8886, -1.7786], [-2.9341, -3.6563, -0.8974], [-3.8508, -2.4088, -1.1545], [-5.0399, -2.4500, -1.0221], [-3.0740, -1.1325, -1.6449], [-3.4472, 0.5466, -1.0585], [-2.0772, -1.3704, -2.5374], [-1.1831, -0.3177, -3.1849], [-1.0707, -0.1292, -4.6476], [-0.1485, 0.8924, -5.0880], [0.6141, 1.7411, -4.3714], [0.5369, 1.5964, -3.0223], [-0.3135, 0.5903, -2.4371], [-1.7994, -2.8622, -2.9567], [-1.5462, -3.1758, -4.0886], [0.6237, -5.2559, 0.1019], [0.4763, -4.9928, -2.2805], [-1.3005, -6.5164, -2.0989], [-3.0758, -4.3429, -0.0329], [-2.7229, 0.6457, 0.1149], [-1.6649, -0.7512, -5.3560], [-0.0544, 0.9934, -6.1999], [1.1794, 2.2600, -2.3940], [-0.3093, 0.4971, -1.3236], [-4.4107, 3.5128, 3.6981], [-5.1842, 2.8371, 2.6043], [-4.1667, 2.4112, 1.7157], [-3.0667, 2.1989, 2.4885], [-2.1088, 1.5855, 2.1324], [-3.1967, 2.7638, 3.7146], [-5.9867, 3.7141, 1.9583], [-4.1892, 4.5585, 3.4729], [-4.9168, 3.4614, 4.6610], [-5.7701, 1.9747, 2.9313], [-0.1086, 3.8588, 4.9088], [0.7955, 4.7533, 5.7062], [0.6471, 6.0065, 5.0668], [-0.6124, 6.0102, 4.5420], [-1.1800, 6.9837, 4.1694], [-1.1413, 4.7557, 4.5060], [2.0882, 4.3622, 5.6023], [0.3813, 3.4477, 4.0234], [-0.5111, 3.0372, 5.4995], [0.5232, 4.8455, 6.7606], [3.6439, 3.1356, -4.4522], [4.3811, 1.9235, -3.9666], [5.6256, 2.4544, -3.5501], [5.3715, 3.7386, -3.1595], [6.1135, 4.3987, -2.5090], [4.1571, 4.1627, -3.6037], [4.5996, 1.0442, -4.9751], [3.8727, 3.3774, -5.4928], [2.5643, 3.0384, -4.3444], [3.9023, 1.4096, -3.1290], [3.6342, -6.2818, 2.9165], [3.1874, -7.0467, 1.7053], [2.5337, -6.0597, 0.9277], [3.1440, -4.8787, 1.2435], [3.0446, -3.8853, 0.6010], [3.8831, -4.9855, 2.3798], [2.2896, -8.0043, 2.0361], [2.8563, -6.2162, 3.6805], [4.5340, -6.6995, 3.3662], [4.0014, -7.4896, 1.1261]], "forces_ev_per_a": [[0.20, -0.13, -1.03], [0.88, 0.65, 2.33], [-0.85, 0.82, -0.84], [0.89, 0.18, -0.79], [1.19, 0.07, 0.17], [0.24, 0.06, 0.16], [1.06, -0.69, 0.12], [-0.18, -0.53, 0.13], [0.25, 0.05, -0.08], [1.62, 1.89, -1.86], [0.73, 0.59, 2.55], [-0.94, -0.89, -1.07], [-0.80, -1.10, 1.11], [-1.18, -1.57, -0.46], [-0.40, -0.39, 0.26], [-0.58, 0.21, 1.16], [0.23, -0.01, 0.36], [-0.83, -0.13, 0.05], [-0.99, -0.16, -0.54], [0.00, 0.75, -0.34], [-0.26, 0.70, -0.69], [-0.31, -0.58, -0.78], [0.73, 0.71, 0.62], [-0.05, 0.03, 1.10], [-0.74, -0.67, -0.53], [-0.02, 0.12, -1.08], [-0.06, 0.40, 0.72], [-0.34, 0.42, -0.44], [0.19, -0.24, 0.64], [0.65, -0.16, -0.09], [-0.20, 0.18, 0.02], [-0.14, -0.35, -0.52], [-0.09, -0.11, -0.04], [-0.09, -0.07, -0.18], [0.20, -0.14, 0.02], [-0.08, 0.06, -0.13], [-0.34, -0.75, -0.03], [0.60, 0.01, -0.20], [-0.59, -0.30, 0.22], [-0.39, 0.62, -0.42], [0.13, -0.28, 0.05], [0.33, 0.41, 0.18], [0.05, 0.04, 0.14], [0.17, 0.12, 0.10], [-0.19, 0.13, -0.08], [0.17, -0.01, 0.00], [-0.83, 0.33, -0.18], [0.30, -0.25, -0.46], [-0.53, 0.25, 0.30], [0.45, 0.66, 0.30], [-0.15, -0.18, -0.21], [0.47, -0.41, 0.15], [0.02, -0.16, 0.08], [0.15, -0.22, 0.03], [0.10, 0.13, 0.04], [0.05, -0.14, -0.11], [0.44, -0.01, 0.64], [-0.65, -0.39, 0.05], [0.84, 0.15, 0.26], [-0.06, 0.84, -0.24], [-0.08, -0.27, 0.14], [-0.26, -0.18, -0.42], [0.06, -0.11, -0.12], [-0.12, -0.14, -0.18], [0.06, 0.21, -0.10], [-0.12, -0.11, -0.01]]}

=====

3.
{"formula": "C17H24N2O3S", "method": "ωB97M-V with the def2-TZVPD basis set", "energy_ha": -1395.6290, "orbital_gap_ev": 9.71, "elements": ["C", "C", "H", "H", "S", "O", "O", "N", "C", "C", "H", "H", "C", "C", "O", "N", "C", "H", "C", "C", "C", "C", "C", "C", "C", "C", "H", "H", "H", "H", "H", "H", "H", "H", "H", "H", "C", "C", "H", "H", "H", "H", "H", "H", "H", "H", "H"], "positions_angstrom": [[-5.2035, -1.7732, 1.0212], [-5.0671, -1.1354, -0.3408], [-5.3097, -1.8219, -1.1474], [-5.6496, -0.2252, -0.4432], [-3.3358, -0.6471, -0.5976], [-3.2458, -0.0118, -1.8823], [-2.5005, -1.7937, -0.3615], [-3.1395, 0.4685, 0.6454], [-2.1405, 0.1475, 1.6451], [-0.8017, 0.8502, 1.3706], [-0.7412, 1.7981, 1.9084], [0.0240, 0.2207, 1.7050], [-0.7032, 1.1392, -0.1320], [0.6926, 1.6635, -0.4416], [0.9734, 2.8396, -0.2824], [1.6087, 0.7614, -0.8584], [1.3386, -0.6535, -1.0545], [0.9971, -1.0992, -0.1128], [2.5885, -1.4064, -1.5226], [3.7441, -1.0709, -0.6321], [4.5818, -2.0064, -0.0493], [5.6212, -1.5874, 0.7648], [5.8169, -0.2379, 1.0059], [4.9737, 0.7013, 0.4351], [3.9410, 0.2861, -0.3881], [2.9783, 1.2210, -1.0539], [3.0396, 2.2302, -0.6427], [3.1939, 1.2726, -2.1306], [5.1185, 1.7543, 0.6264], [6.6261, 0.0837, 1.6445], [6.2783, -2.3166, 1.2153], [4.4251, -3.0594, -0.2346], [2.8259, -1.1095, -2.5485], [2.3804, -2.4765, -1.5199], [0.5454, -0.7861, -1.7988], [-0.9129, 0.2221, -0.6831], [-1.7618, 2.1852, -0.4960], [-3.0894, 1.8486, 0.2039], [-3.9283, 1.9997, -0.4750], [-3.2390, 2.4714, 1.0900], [-1.4042, 3.1699, -0.1916], [-1.9024, 2.1834, -1.5765], [-2.0155, -0.9348, 1.6132], [-2.5338, 0.4300, 2.6282], [-4.9604, -1.0497, 1.7951], [-6.2158, -2.1375, 1.1828], [-4.5112, -2.6080, 1.0970]], "forces_ev_per_a": [[-0.02, -0.09, 0.07], [0.85, 0.14, 0.03], [0.05, 0.00, -0.15], [-0.07, 0.12, -0.08], [-1.05, -0.19, 0.06], [-0.09, 0.34, 0.05], [0.01, -0.06, 0.31], [-0.16, -0.83, -0.77], [0.30, -0.32, 0.48], [-0.08, -0.10, -0.16], [0.08, 0.01, 0.01], [0.01, 0.01, 0.09], [0.11, 0.40, 0.09], [-0.35, -0.13, -0.04], [-0.07, 0.32, 0.11], [0.40, -0.05, -0.14], [-0.37, -0.41, -0.10], [-0.02, -0.03, -0.10], [-0.08, 0.14, 0.12], [0.04, 0.00, 0.00], [-0.04, 0.03, -0.03], [0.08, -0.04, 0.06], [0.09, 0.00, 0.06], [-0.05, -0.01, -0.07], [-0.01, -0.08, 0.00], [0.18, 0.32, -0.02], [0.04, -0.17, -0.14], [0.00, 0.08, 0.09], [0.01, 0.12, 0.03], [0.07, 0.02, 0.06], [0.06, -0.06, 0.04], [-0.02, -0.12, -0.02], [-0.04, -0.05, -0.04], [-0.02, 0.03, -0.05], [0.05, -0.04, 0.12], [0.20, 0.05, 0.02], [0.08, 0.00, -0.03], [-0.10, 0.46, -0.39], [0.01, 0.26, 0.10], [-0.06, -0.06, -0.05], [0.00, -0.05, -0.03], [0.00, 0.08, 0.02], [0.09, 0.12, 0.24], [0.02, -0.06, -0.07], [-0.04, 0.01, 0.12], [-0.05, 0.00, 0.00], [-0.03, -0.12, 0.10]]}

=====

4.
{"formula": "C31H25CaN3O6Se", "method": "ωB97M-V with the def2-TZVPD basis set", "energy_ha": -4891.4405, "orbital_gap_ev": 5.74, "charge": -2, "elements": ["Ca", "O", "C", "O", "C", "C", "C", "C", "C", "N", "C", "O", "O", "H", "H", "H", "C", "C", "C", "C", "C", "C", "Se", "C", "C", "C", "H", "H", "H", "H", "H", "H", "H", "H", "H", "H", "H", "O", "C", "N", "C", "C", "O", "N", "C", "C", "C", "C", "C", "C", "C", "C", "C", "C", "C", "C", "H", "H", "H", "H", "H", "H", "H", "H", "H", "H", "H"], "positions_angstrom": [[0.2198, 1.4107, -1.6306], [3.2005, 3.9575, -3.5954], [2.2581, 3.3603, -3.0751], [2.2073, 2.1786, -2.6151], [0.9324, 4.1574, -2.9226], [0.8532, 5.5428, -2.9461], [-0.3803, 6.1269, -2.6948], [-1.5016, 5.3558, -2.4239], [-1.3494, 3.9764, -2.4107], [-0.1652, 3.4400, -2.6920], [-2.4764, 2.9952, -1.9845], [-3.6301, 3.4165, -2.0589], [-2.0568, 1.8697, -1.5703], [1.7477, 6.1196, -3.1343], [-0.4633, 7.2096, -2.6848], [-2.4666, 5.7866, -2.1983], [-0.6278, 0.4157, 6.2224], [-0.3255, 1.0765, 4.9045], [-1.1209, 2.0944, 4.4042], [-0.8583, 2.7092, 3.1791], [-1.7849, 3.7940, 2.7104], [0.2482, 2.3171, 2.4070], [0.6569, 3.2203, 0.7892], [1.0523, 1.2676, 2.9047], [2.2502, 0.7714, 2.1460], [0.7596, 0.6801, 4.1304], [-1.5533, 0.8056, 6.6518], [0.1649, 0.5713, 6.9606], [-0.7516, -0.6654, 6.1116], [-1.9881, 2.4248, 4.9707], [-2.6413, 3.8712, 3.3851], [-2.1360, 3.6130, 1.6930], [-1.2766, 4.7614, 2.6673], [2.0602, 0.7009, 1.0772], [2.5562, -0.2101, 2.5163], [3.0924, 1.4628, 2.2479], [1.4002, -0.1269, 4.4785], [-0.9084, -1.5333, -4.9461], [-0.4728, -1.6913, -3.8274], [-0.2096, -2.9504, -3.2739], [0.1076, -2.8301, -1.8698], [0.2635, -1.3076, -1.7948], [0.6368, -0.7368, -0.7443], [-0.1086, -0.6892, -2.9163], [-1.0688, -3.2782, -0.9960], [-1.2553, -4.6351, -0.7483], [-2.3569, -5.0858, -0.0367], [-3.2892, -4.1769, 0.4456], [-3.1124, -2.8224, 0.2035], [-2.0106, -2.3737, -0.5125], [1.4197, -3.4912, -1.4663], [1.7912, -3.5119, -0.1235], [3.0094, -4.0471, 0.2577], [3.8715, -4.5748, -0.6992], [3.5053, -4.5562, -2.0341], [2.2834, -4.0110, -2.4173], [-0.7554, -3.7121, -3.6398], [-0.5164, -5.3451, -1.1032], [-2.4840, -6.1456, 0.1495], [-4.1468, -4.5210, 1.0109], [-3.8269, -2.0984, 0.5725], [-1.9058, -1.3091, -0.6805], [1.1328, -3.0792, 0.6180], [3.2959, -4.0387, 1.3018], [4.8297, -4.9836, -0.4020], [4.1757, -4.9515, -2.7878], [1.9994, -3.9713, -3.4603]], "forces_ev_per_a": [[0.23, 0.03, 0.38], [0.11, 0.01, -0.03], [-0.39, 0.02, 0.17], [-0.11, 0.27, -0.19], [-0.19, 0.09, -0.10], [0.05, -0.13, -0.04], [-0.02, 0.25, -0.01], [0.02, -0.12, -0.04], [0.03, 0.12, -0.10], [0.04, -0.13, 0.15], [0.42, 0.09, 0.04], [-0.12, 0.00, 0.03], [-0.12, 0.23, -0.28], [-0.01, 0.01, 0.00], [0.00, -0.02, 0.00], [0.00, 0.00, 0.00], [-0.08, -0.08, 0.10], [0.08, 0.02, -0.03], [-0.01, 0.03, -0.11], [-0.10, 0.02, 0.06], [-0.04, 0.10, -0.01], [-0.02, -0.21, 0.25], [0.17, 0.06, -0.18], [0.03, 0.03, -0.05], [0.12, 0.02, -0.03], [-0.07, -0.02, -0.05], [0.01, 0.02, -0.02], [0.03, 0.03, -0.04], [0.01, 0.00, -0.02], [0.00, -0.02, 0.03], [-0.02, 0.04, -0.03], [0.01, -0.10, 0.01], [0.04, -0.03, 0.03], [-0.10, -0.04, 0.00], [0.03, 0.01, 0.02], [-0.03, 0.02, 0.01], [-0.01, -0.01, 0.03], [-0.11, -0.15, 0.02], [0.31, 0.74, 0.13], [0.06, -0.03, -0.19], [-0.11, -0.22, 0.11], [-0.03, 0.65, 0.40], [-0.08, -0.47, -0.42], [0.08, -1.08, 0.01], [0.01, 0.06, -0.06], [0.05, -0.06, 0.01], [-0.02, 0.02, 0.02], [-0.01, 0.03, -0.01], [0.03, -0.05, -0.01], [-0.05, 0.02, 0.00], [-0.18, 0.04, -0.04], [0.02, 0.03, 0.05], [0.04, -0.03, -0.08], [-0.01, 0.01, 0.08], [-0.06, 0.03, -0.05], [0.09, -0.07, 0.00], [-0.05, -0.06, 0.12], [0.00, 0.00, -0.01], [0.01, -0.01, 0.00], [0.00, -0.01, 0.00], [-0.01, -0.01, 0.01], [0.06, -0.02, -0.03], [-0.02, 0.02, -0.01], [0.00, 0.00, 0.01], [0.00, -0.01, 0.00], [0.00, 0.00, 0.00], [0.01, 0.01, -0.01]]}